DFT (wB97M-V/def2-TZVPD) results for C16H24NaO12 as an isolated structure.

Cartesian coordinates (Å):
Na1 -0.84637 -2.00583 -1.09085
C1 4.23936 -4.39635 3.40326
C2 3.93218 -3.73535 2.09021
C3 4.15134 -4.66964 0.87005
O1 2.85626 -4.73197 0.31355
C4 2.14252 -3.66516 0.81347
O2 1.04163 -3.39506 0.38311
O3 2.64233 -3.30429 1.97205
H1 4.04789 -3.75373 4.26260
H2 5.29699 -4.65988 3.39467
H3 3.73338 -5.30581 3.72723
H4 4.47690 -2.80643 1.92143
H5 4.56072 -5.66188 1.05973
H6 4.99947 -4.30885 0.28816
C5 -3.59138 3.86293 1.76550
C6 -3.64447 2.88856 0.53488
C7 -2.41654 3.07078 -0.35787
O4 -2.15125 1.71510 -0.69080
C8 -2.56322 0.94176 0.24802
O5 -2.17738 -0.16375 0.45179
O6 -3.46552 1.57650 0.91326
H7 -3.90956 4.84178 1.40673
H8 -2.58772 3.90677 2.18838
H9 -4.42717 3.70345 2.44676
H10 -4.51013 2.96631 -0.12292
H11 -1.48010 3.33080 0.13567
H12 -2.62683 3.68606 -1.23269
C9 3.62753 -0.06857 3.11534
C10 2.85679 0.75272 2.08251
C11 3.58885 1.29096 0.87194
O7 2.66444 1.01319 -0.10616
C12 1.58249 0.35580 0.28851
O8 0.68950 0.08573 -0.45749
O9 1.76241 -0.01520 1.55172
H13 3.26684 0.31703 4.06892
H14 4.70781 0.07538 3.09641
H15 3.33418 -1.11698 3.06183
H16 2.43747 1.64570 2.54605
H17 4.53750 0.75896 0.80035
H18 3.63632 2.37363 0.98889
C13 -4.05714 2.50107 -3.80784
C14 -4.04757 1.01288 -4.17622
C15 -3.08930 0.58947 -5.07936
O10 -2.77532 -0.67405 -4.60240
C16 -3.03932 -0.75767 -3.32599
O11 -2.71571 -1.74126 -2.58095
O12 -3.74045 0.32843 -2.93566
H19 -4.01929 3.24921 -4.59965
H20 -3.19443 2.82378 -3.22501
H21 -4.88646 2.68984 -3.12616
H22 -5.08442 0.77056 -4.40930
H23 -2.26404 1.30096 -5.05067
H24 -3.50201 0.51140 -6.08518

Properties
LUMO = -2.0 eV
Energy above the lowest of the compared OMol25 structures with the same formula, charge and spin = 2.987 eV
HOMO = -13.34 eV
Orbital gap = 11.4 eV
Net charge = +1
E_tot = -1689.109315 a.u.

Here are the Löwdin charges for atoms 1 to 8, given in e: number 1, Na, carries 0.6476; number 2, C, carries -0.0105; number 3, C, carries -0.3510; number 4, C, carries -0.0917; number 5, O, carries 0.0895; number 6, C, carries -0.5059; number 7, O, carries 0.1420; number 8, O, carries 0.1084